# 1
# C5H11O3

2 unconnected molecules or ions with the total composition C5H11O3 at a distorted geometry (the ωB97M-V functional and the def2-TZVPD basis, OMol25).

Last columns: bonded neighbours and bond lengths (Å).
Atoms and positions in Å:
1 C -0.735 1.220 0.843  O2 1.466, C3 1.588, H8 1.080, H9 1.036
2 O 0.088 2.189 0.112  C1 1.466, H15 0.986
3 C 0.135 0.198 1.692  C1 1.588, C4 1.572, H10 1.156, H11 1.035
4 C 0.896 -0.809 0.756  C3 1.572, C5 1.444, H12 1.100, H13 1.127
5 C 1.457 -0.217 -0.436  C4 1.444, C6 1.456, H14 0.994
6 C 0.874 -0.346 -1.764  C5 1.456, O7 1.218, H16 1.134
7 O 1.244 0.124 -2.825  C6 1.218
8 H -1.270 1.788 1.590  C1 1.080
9 H -1.208 0.778 0.033  C1 1.036
10 H -0.569 -0.329 2.442  C3 1.156
11 H 0.868 0.720 2.204  C3 1.035
12 H 1.636 -1.364 1.352  C4 1.100
13 H 0.131 -1.544 0.376  C4 1.127
14 H 2.266 0.330 -0.253  C5 0.994
15 H 0.690 1.720 -0.512  O2 0.986
16 H 0.106 -1.155 -1.965  C6 1.134
17 H -2.631 -0.503 -1.354  O19 0.870
18 H -1.589 -1.466 -0.855  O19 0.997
19 O -2.388 -1.334 -1.437  H17 0.870, H18 0.997

## Properties
Energy above the lowest of the compared OMol25 structures with the same formula, charge and spin ... 84.1 kcal per mole
HOMO level ... -2.3808 eV
Lowest unoccupied orbital energy ... 3.9 eV
Total charge ... -1
Electronic energy ... -11504.41969 eV

# 2
# C2H5NO3

2 unconnected molecules or ions with the total composition C2H5NO3 at a distorted geometry (the ωB97M-V functional and the def2-TZVPD basis, OMol25).

Last columns: bonded neighbours and bond lengths (Å).
Atoms and positions in Å:
1 O -2.631 -2.504 1.332  C2 1.179
2 C -1.918 -1.773 1.921  O1 1.179, N3 1.506, H6 1.096
3 N -0.433 -2.013 1.865  C2 1.506, C4 1.371, H7 1.058
4 C -0.063 -1.997 0.545  N3 1.371, O5 1.216, H8 1.115
5 O -0.838 -1.909 -0.389  C4 1.216
6 H -2.176 -1.123 2.765  C2 1.096
7 H 0.088 -1.329 2.482  N3 1.058
8 H 1.039 -2.096 0.411  C4 1.115
9 H 2.755 5.523 -3.689  O11 0.973
10 H 1.608 4.652 -3.592  O11 0.967
11 O 2.570 4.569 -3.650  H9 0.973, H10 0.967

## Properties
Energy above the lowest of the compared OMol25 structures with the same formula, charge and spin ... 33.0 kcal per mole
2S+1 ... 2
HOMO level (alpha / beta) ... -13.3095 / -13.3095 eV
Lowest unoccupied orbital energy (alpha / beta) ... -5.9 / -10.2 eV
Total charge ... +1
Electronic energy ... -9776.50135 eV